Entry 1:
Entry from the OMol25 dataset: a molecular structure, C18H48AsF6O18S6 at a distorted geometry (ωB97M-V/def2-TZVPD).

Structure (XYZ):
```
97
C18H48AsF6O18S6 ωB97M-V/def2-TZVPD
As -0.3891 -0.2020 1.1459
F 0.5168 -1.0256 -0.2227
F -0.3937 1.2983 0.1917
F -1.2932 0.6225 2.4689
F -0.3958 -1.7478 2.1116
F 1.0791 0.3816 1.9301
F -2.0019 -0.6856 0.4584
O -7.6125 -1.6815 1.6693
S -6.6255 -1.1919 2.6339
O -7.0083 -0.2822 3.7406
O -5.7788 -2.4497 3.3618
C -5.7400 -3.6597 2.7293
C -4.5939 -4.4021 3.3672
C -5.2450 -0.4688 1.6529
H -5.6500 -3.5722 1.6465
H -6.6921 -4.1123 3.0061
H -4.7950 -5.4720 3.4219
H -4.4856 -4.1746 4.4277
H -3.5951 -4.2678 2.9519
H -4.6069 -1.3052 1.3675
H -4.6546 0.0458 2.4110
H -5.5164 0.2633 0.8924
O -0.4665 -1.0330 -5.0013
S -1.1618 0.1371 -4.4779
O -0.9416 1.3688 -5.1103
O -2.7686 -0.1620 -4.6136
C -3.5892 0.6477 -5.4395
C -3.4768 -0.1639 -6.7819
C -1.0130 0.1253 -2.6909
H -3.3727 1.7101 -5.5510
H -4.5434 0.5981 -4.9150
H -2.5033 -0.1444 -7.2719
H -4.0803 0.1864 -7.6193
H -3.7783 -1.2086 -6.7058
H -2.0090 0.2700 -2.2725
H -0.4448 0.9831 -2.3310
H -0.5046 -0.8138 -2.4726
O 5.7102 -3.3025 -3.7929
S 4.3254 -2.9341 -3.5329
O 3.3003 -3.9541 -3.4022
O 4.1452 -1.8917 -2.2447
C 4.8284 -2.1662 -1.1228
C 3.7747 -2.3807 -0.0882
C 3.5274 -1.8278 -4.8453
H 5.4777 -1.3671 -0.7652
H 5.4133 -3.0796 -1.2310
H 3.1344 -3.2595 -0.1651
H 3.0096 -1.6055 -0.0470
H 4.3123 -2.4651 0.8563
H 4.1715 -0.9985 -5.1375
H 2.5767 -1.5122 -4.4156
H 3.4342 -2.3874 -5.7760
O 2.9482 -3.1105 5.7003
S 3.2318 -2.9730 4.2452
O 4.5842 -3.1451 3.6936
O 2.2783 -4.0577 3.4001
C 0.9492 -4.1490 3.8504
C 0.0862 -4.7080 2.7668
C 2.6218 -1.4359 3.4984
H 0.4316 -3.2374 4.1491
H 0.9822 -4.7924 4.7297
H -0.9624 -4.9144 2.9815
H 0.5314 -5.5890 2.3044
H 0.0997 -4.0054 1.9336
H 2.0924 -1.5479 2.5522
H 3.5205 -0.8495 3.3074
H 1.9823 -1.0440 4.2894
O 1.7023 3.8611 6.3193
S 1.1933 3.5663 5.0074
O -0.1944 3.9519 4.6635
O 2.3575 4.0124 3.8422
C 1.9416 4.0755 2.4484
C 2.9949 3.2433 1.6468
C 1.3818 1.8007 4.8146
H 1.8285 5.0864 2.0568
H 1.0485 3.4585 2.3492
H 3.9414 3.7837 1.6505
H 2.6398 3.1580 0.6198
H 3.1969 2.2323 2.0006
H 2.2402 1.7677 4.1437
H 0.4515 1.4357 4.3795
H 1.6085 1.1989 5.6947
O -0.8154 6.4250 -5.1887
S 0.2534 6.0312 -4.2898
O 1.4173 6.8956 -4.2317
O -0.3784 5.7655 -2.7577
C 0.4125 5.1648 -1.7138
C -0.3421 4.1611 -0.8368
C 0.9470 4.3837 -4.7984
H 0.6197 6.0032 -1.0487
H 1.4400 4.9020 -1.9652
H -0.5513 3.3371 -1.5190
H -1.2756 4.4313 -0.3432
H 0.3246 3.7854 -0.0606
H 0.1797 3.6940 -5.1501
H 1.4446 3.9225 -3.9454
H 1.6047 4.7453 -5.5889
```

## Properties
**E_tot**: -198445.4901 eV
**Kohn-Sham gap (spin up / spin down)**: 8.815 / 1.787 eV
**Multiplicity**: 2
**Highest occupied orbital energy (spin up / spin down)**: -0.388 / -0.388 Ha
**⟨S²⟩**: 0.755

Entry 2:
Entry from the OMol25 dataset: 7 unconnected molecules or ions with the total composition C18H48Br6O16P4 at a distorted geometry (ωB97M-V/def2-TZVPD).

Structure (XYZ):
```
92
C18H48Br6O16P4 ωB97M-V/def2-TZVPD
C -1.2695 6.9470 -1.3663
O -1.5655 5.7390 -2.0592
P -0.3990 4.7359 -2.3622
O 0.6220 4.6372 -1.3316
O 0.1118 5.1624 -3.7896
C 1.1093 4.3744 -4.3174
O -1.1628 3.4062 -2.7266
C -2.1273 2.8701 -1.8260
H -0.3059 6.8817 -0.8728
H -2.0747 7.0916 -0.6509
H -1.2939 7.7806 -2.0662
H 0.8314 4.0707 -5.3206
H 1.3177 3.4897 -3.7137
H 2.0397 4.9432 -4.3613
H -2.2234 3.4009 -0.8841
H -1.8729 1.8225 -1.6498
H -3.0897 2.8567 -2.3378
C -1.5529 -1.5397 4.1781
O -1.6631 -0.4074 5.0960
P -1.0415 0.9784 4.7435
O -1.6726 1.6616 3.6253
O 0.4703 0.6886 4.6307
C 1.3425 1.7545 4.2202
O -1.1247 1.7748 6.0865
C -2.4177 2.2728 6.5401
H -1.1350 -2.3717 4.7439
H -0.8735 -1.3334 3.3561
H -2.5526 -1.7633 3.8316
H 0.8231 2.7166 4.2169
H 1.6370 1.5935 3.1863
H 2.1986 1.7363 4.8732
H -2.2608 3.1548 7.1516
H -2.9300 1.5029 7.1225
H -3.0498 2.5602 5.6924
C -0.7525 -5.0261 -0.9542
O 0.5362 -4.4161 -1.0779
P 0.8732 -3.6660 -2.4143
O 0.0262 -2.5558 -2.7707
O 0.9244 -4.7951 -3.5033
C -0.1154 -4.8507 -4.5113
O 2.3526 -3.3047 -2.1784
C 3.3254 -4.3154 -1.7989
H -1.3745 -4.6080 -0.1789
H -0.5621 -6.0834 -0.7342
H -1.2575 -5.0177 -1.9199
H -0.4293 -3.8528 -4.7943
H -0.9134 -5.5057 -4.1729
H 0.3419 -5.3233 -5.3839
H 2.8571 -5.2389 -1.4524
H 3.9075 -3.9276 -0.9667
H 3.9572 -4.5224 -2.6582
C 4.3349 -0.1930 -1.1931
O 4.6335 0.0102 0.2308
P 4.6563 -1.2666 1.1470
O 5.4733 -2.3603 0.6804
O 5.0458 -0.6914 2.5436
C 6.3495 -0.1488 2.7438
O 3.1547 -1.5975 1.3181
C 2.7700 -2.9010 1.8365
H 3.2795 -0.1875 -1.4733
H 4.7169 -1.1705 -1.5045
H 4.8289 0.6180 -1.7219
H 6.2825 0.9400 2.7855
H 7.0179 -0.4176 1.9232
H 6.7678 -0.5059 3.6789
H 2.1208 -2.7379 2.6945
H 3.6316 -3.4780 2.1716
H 2.2466 -3.4279 1.0393
Br 1.4094 1.6276 -0.0511
C 0.1587 0.4053 0.8060
C -0.1491 -0.6887 -0.1775
Br -1.6770 -1.7415 0.4640
H -0.7372 0.9605 1.0663
H 0.6492 0.0482 1.6956
H 0.6941 -1.3656 -0.2033
H -0.4037 -0.3534 -1.1654
Br -3.2969 1.1790 -4.9741
C -3.1466 -0.6698 -4.3539
C -3.8523 -1.5140 -5.3809
Br -4.0311 -3.3454 -4.7540
H -3.5748 -0.7109 -3.3645
H -2.0861 -0.9020 -4.2963
H -3.3264 -1.5605 -6.3341
H -4.8223 -1.1120 -5.6754
Br -6.2678 2.5646 2.7645
C -4.4164 1.9790 2.6807
C -4.2574 0.7114 1.9056
Br -4.8735 0.8320 0.0749
H -4.0512 1.8281 3.6925
H -3.8367 2.7917 2.2585
H -4.7627 -0.1122 2.3943
H -3.1941 0.4840 1.8387
```

## Properties
**E_tot**: -509625.0159 eV
**Kohn-Sham gap**: 10.035 eV
**Highest occupied orbital energy**: -0.356 Ha
**SMILES string**: COP(=O)(OC)OC.COP(=O)(OC)OC.COP(=O)(OC)OC.COP(=O)(OC)OC.BrCCBr.BrCCBr.BrCCBr

Entry 3:
Entry from the OMol25 dataset: a molecular structure, C18H48CuF2NO22S8 at a distorted geometry (ωB97M-V/def2-TZVPD).

Structure (XYZ):
```
100
C18H48CuF2NO22S8 ωB97M-V/def2-TZVPD
Cu 0.9940 -2.6047 -0.9398
N -0.7571 -1.7008 -0.4500
S -1.2538 -0.2307 -0.1462
O -2.0961 -0.0091 0.9791
O -1.3088 0.6819 -1.2550
F 0.1960 0.2748 0.4184
S -2.2959 -2.2947 -0.8428
O -2.8909 -1.6813 -1.9846
O -3.1806 -2.6358 0.2406
F -1.7928 -3.7146 -1.3562
O -5.5833 3.0049 -2.5462
S -4.2063 2.7869 -2.1720
O -3.3334 3.8522 -1.7502
O -4.0628 1.6379 -1.0160
C -5.0495 0.5966 -0.9089
C -6.3314 1.1439 -0.2796
C -3.3573 1.8972 -3.4963
H -4.6098 -0.1768 -0.2828
H -5.2944 0.1224 -1.8628
H -6.8101 1.8283 -0.9745
H -6.1035 1.6386 0.6629
H -7.0525 0.3484 -0.0820
H -3.2878 2.5434 -4.3695
H -3.8930 0.9803 -3.7268
H -2.3630 1.7114 -3.1037
O -1.0552 -4.4346 -4.0709
S -0.3097 -3.2028 -4.1682
O 0.2952 -2.6330 -2.9642
O 0.8856 -3.3825 -5.2215
C 0.9524 -4.5755 -6.0587
C 0.2055 -4.3833 -7.3585
C -1.2841 -1.9590 -4.9640
H 0.5335 -5.3972 -5.4800
H 2.0139 -4.7439 -6.2233
H -0.7809 -4.0077 -7.0845
H 0.1098 -5.2878 -7.9561
H 0.7086 -3.6750 -8.0180
H -1.3810 -2.1823 -6.0213
H -0.6843 -1.0479 -4.9097
H -2.2093 -1.8763 -4.3990
O -0.8296 -3.8886 5.2389
S -1.5352 -2.7032 4.8444
O -2.7899 -2.2999 5.4328
O -0.5020 -1.4733 4.9890
C -1.0236 -0.1682 4.7210
C -0.0014 0.8355 5.2404
C -1.8087 -2.7717 3.0533
H -2.0217 0.0010 5.1273
H -1.1515 0.0091 3.6467
H -0.3657 1.8254 4.9679
H 0.9334 0.5270 4.7691
H 0.1841 0.8650 6.3134
H -2.4302 -1.9354 2.7364
H -2.4316 -3.6371 2.8389
H -0.8231 -2.7495 2.6019
O 2.7697 3.3150 1.6908
S 2.2324 4.6056 1.9844
O 2.5419 5.7512 1.1783
O 0.6165 4.4118 1.8066
C 0.0055 3.2824 2.4020
C -1.5125 3.4308 2.2167
C 2.3067 5.0699 3.7265
H 0.1653 3.2741 3.4837
H 0.3311 2.3600 1.9160
H -2.0183 2.5134 2.5101
H -1.6594 3.6822 1.1662
H -1.8610 4.2660 2.8230
H 1.7919 4.3191 4.3226
H 1.8336 6.0353 3.8873
H 3.3433 5.1499 4.0496
O 1.9029 -0.4922 -4.1205
S 2.1357 0.1049 -2.8358
O 1.9361 -0.6037 -1.5631
O 3.6292 0.6670 -2.8978
C 4.4430 0.7118 -1.7054
C 4.0030 1.7910 -0.6929
C 1.2069 1.6660 -2.7189
H 5.3992 1.0733 -2.0807
H 4.5714 -0.2668 -1.2484
H 4.8909 1.9486 -0.0851
H 3.1431 1.4441 -0.1175
H 3.6681 2.6950 -1.1975
H 0.2307 1.5106 -3.1692
H 1.7662 2.4325 -3.2444
H 1.0916 1.8325 -1.6504
O 1.4448 -3.3746 3.1344
S 2.2692 -2.5151 2.3390
O 1.8872 -2.2080 0.9486
O 2.2656 -1.0905 3.1009
C 2.8616 0.0603 2.4479
C 3.8889 0.6576 3.3969
C 4.0201 -2.9585 2.4302
H 2.0077 0.7271 2.3275
H 3.2685 -0.2304 1.4772
H 3.3317 0.8579 4.3099
H 4.3570 1.5501 2.9852
H 4.7294 -0.0204 3.5587
H 4.6418 -2.0863 2.2297
H 4.1612 -3.7183 1.6645
H 4.2815 -3.2802 3.4350
```

## Properties
**E_tot**: -202723.6819 eV
**Kohn-Sham gap (spin up / spin down)**: 8.074 / 4.755 eV
**Multiplicity**: 2
**Highest occupied orbital energy (spin up / spin down)**: -0.470 / -0.470 Ha
**Charge**: +1
**⟨S²⟩**: 0.752

Going through the records in order, we get relative energy (zero: lowest compared OMol25 entry of this formula, charge and spin) values of 123.1; 0.0; 0.0 kJ/mol.